Record 1
The following is a DFT calculation (ωB97M-V/def2-TZVPD) of a cluster of 2 separate species, C4H14N in total at a distorted geometry.

Results
Total charge: +1
E_tot in eV: -5856.2416

Each line ends with the Löwdin charge.
Element x y z (Å)
1 C -1.865786 0.214908 0.617099  -0.178
2 C -3.225022 0.134521 -0.170390  -0.165
3 H -1.488051 -0.831812 0.928935  0.078
4 H -1.199989 0.697627 0.056779  -0.030
5 H -2.090756 0.534075 1.712622  0.108
6 H -3.976065 0.911630 -0.041044  0.059
7 H -3.570063 -0.850174 0.160680  0.042
8 H -3.176728 -0.362522 -1.265758  0.107
9 C 1.927542 0.466850 -0.134964  -0.195
10 C 1.476460 -0.332633 1.109060  -0.068
11 N 2.182066 -0.129671 -1.482315  0.155
12 H 1.220496 1.332999 -0.232126  0.135
13 H 2.946267 0.861602 0.107465  0.138
14 H 2.174385 -0.954735 1.598859  0.065
15 H 0.892844 -1.234792 0.859814  0.083
16 H 1.932893 0.643547 -2.235701  0.231
17 H 3.149035 -0.438230 -1.736034  0.185
18 H 1.665740 -1.000428 -1.649505  0.167
19 H 1.024728 0.337237 1.796515  0.082

Cartesian forces, eV/Å:
C -3.90 -3.27 3.73
C 0.85 -3.69 -1.36
H -0.49 1.29 -1.30
H 3.13 2.38 -1.44
H 0.61 0.55 -2.10
H 0.35 -0.07 -0.17
H -1.11 0.50 0.90
H 0.48 2.32 1.72
C 1.55 1.76 2.07
C -0.27 -2.07 -2.24
N -0.42 0.47 -2.62
H 0.74 -0.95 -0.38
H -1.01 0.25 -0.05
H 2.06 0.35 0.68
H -1.20 0.99 -0.29
H 0.40 -2.26 1.67
H -0.49 0.69 0.89
H -0.62 0.42 -0.16
H -0.66 0.35 0.46

Record 2
The following is a DFT calculation (ωB97M-V/def2-TZVPD) of a structure of composition C22H34N3O2S2Sc at a distorted geometry.

Results
Total charge: +4
E_tot in eV: -74262.9585

Each line ends with the Löwdin charge.
Element x y z (Å)
1 Sc 1.208316 -0.238088 -0.693658  1.082
2 N 2.026393 2.465574 3.740065  0.217
3 C 1.931664 1.842667 2.287565  -0.206
4 C 3.270015 1.101017 2.134924  -0.067
5 C 3.920114 1.166192 0.754003  -0.313
6 N 3.483500 0.016111 -0.125885  0.042
7 C 3.802679 2.484611 0.027741  -0.056
8 C 2.293107 2.848211 -0.117478  -0.319
9 N 1.598395 1.950209 -1.043341  0.014
10 C 1.589049 3.014486 1.259981  -0.031
11 H 2.460818 1.766267 4.381417  0.189
12 H 1.052503 2.812802 3.995800  0.214
13 H 2.751153 3.205628 3.651541  0.179
14 H 1.081394 1.190477 2.442851  0.126
15 H 3.186574 0.038354 2.279854  0.129
16 H 3.979627 1.590056 2.804734  0.147
17 H 4.994700 1.074096 0.933929  0.168
18 H 3.646704 -0.805964 0.392367  0.075
19 H 4.108533 -0.053758 -0.922969  0.131
20 H 4.210062 2.397016 -0.968966  0.137
21 H 4.221112 3.347590 0.557200  0.158
22 H 2.309308 3.809479 -0.565672  0.148
23 H 1.980412 1.902577 -1.964200  0.112
24 H 0.659930 2.345918 -1.181934  0.132
25 H 0.515952 3.204437 1.143163  0.134
26 H 2.086296 3.905437 1.694739  0.144
27 O -0.747403 -0.125019 -0.216650  -0.609
28 S -1.877172 0.333246 0.803689  1.138
29 C -2.362513 -1.220265 1.719391  -0.258
30 C -1.238713 -2.046608 2.376996  -0.191
31 C -0.926970 -3.439626 1.807994  -0.187
32 C -0.728156 -3.574351 0.322848  -0.315
33 S 0.928052 -3.171575 -0.233729  1.178
34 O 1.568755 -1.884405 0.473323  -0.554
35 C 0.588088 -2.590366 -1.821457  -0.405
36 C 1.423823 -1.650741 -2.517971  -0.199
37 C 0.896007 -0.882215 -3.641462  -0.015
38 C -0.405427 -1.114579 -4.088944  -0.007
39 C -1.122728 -2.220791 -3.622025  0.038
40 C -0.629431 -2.965437 -2.537494  0.013
41 C -3.356548 0.543220 -0.169492  -0.407
42 C -3.335135 0.412146 -1.569133  -0.081
43 C -4.509682 0.687230 -2.259566  -0.024
44 C -5.743769 0.965325 -1.585860  0.022
45 C -5.708926 1.097875 -0.205953  -0.035
46 C -4.556905 0.817978 0.444149  -0.112
47 H -2.873048 -1.808762 1.000795  0.085
48 H -3.210829 -0.963742 2.399757  0.133
49 H -1.485022 -2.204440 3.470744  0.156
50 H -0.310175 -1.453559 2.373196  0.089
51 H -1.715179 -4.185340 1.993141  0.156
52 H 0.006216 -3.767204 2.225847  0.121
53 H -1.457839 -3.007713 -0.301705  0.097
54 H -0.791324 -4.574555 -0.108074  0.125
55 H 2.493588 -1.910383 -2.489746  0.158
56 H 1.501569 -0.194456 -4.218805  0.135
57 H -0.776548 -0.455245 -4.877041  0.147
58 H -2.120814 -2.476425 -3.931300  0.144
59 H -1.148107 -3.844388 -2.087184  0.138
60 H -2.452690 0.197698 -2.169579  0.088
61 H -4.448145 0.634825 -3.353938  0.127
62 H -6.582340 1.114095 -2.229277  0.124
63 H -6.580896 1.428568 0.420904  0.161
64 H -4.571991 1.118565 1.505836  0.138

Cartesian forces, eV/Å:
Sc -0.20 0.12 0.86
N -0.19 0.02 -1.41
C -0.44 0.84 0.80
C -0.19 0.73 -1.48
C 1.56 0.34 -0.36
N -0.84 1.55 -0.09
C -2.50 0.02 0.21
C 1.33 0.26 0.62
N -2.21 -0.87 0.83
C 1.60 -0.83 0.44
H -1.00 0.49 -0.06
H 1.82 -0.25 0.36
H -0.91 0.12 0.55
H -0.15 -0.46 -0.44
H -0.16 -0.35 1.15
H 0.17 -0.50 0.12
H -0.03 -0.52 0.03
H 0.37 -1.46 0.72
H 0.20 0.16 -0.16
H 0.48 0.23 -0.21
H 0.49 -0.47 -0.08
H -0.29 1.08 -0.39
H 0.88 0.60 -0.85
H 0.16 -0.02 -0.15
H 0.20 -0.07 0.28
H -0.57 -0.11 -0.38
O 0.15 0.19 0.28
S -0.46 -0.90 0.41
C -0.20 -0.09 0.45
C 0.12 0.54 1.19
C -0.47 -0.41 -0.50
C -0.95 1.42 -1.53
S 1.88 -0.65 1.22
O -1.10 -0.42 -0.84
C -2.64 0.67 -4.20
C -0.20 -0.27 -1.30
C 0.04 -1.63 1.21
C 0.10 0.21 -0.16
C 0.62 -0.03 1.23
C 1.37 -0.06 2.20
C 0.31 -0.71 -1.54
C -0.01 0.53 0.06
C -0.82 -0.39 0.28
C 2.15 -0.12 -0.95
C -2.35 0.14 -0.53
C 1.38 1.41 2.93
H -0.43 -0.52 -1.14
H 0.92 0.41 -0.23
H 0.24 0.25 -1.22
H -0.15 -0.17 0.06
H 0.25 0.35 0.58
H 0.18 -0.47 0.93
H 0.47 0.04 0.70
H 0.02 -0.50 0.63
H 0.03 0.88 0.38
H 0.32 -0.05 0.22
H -0.15 -0.42 0.17
H -0.09 -0.03 -0.66
H -0.03 0.98 -1.02
H 0.02 0.00 0.44
H -0.38 0.07 0.51
H -0.70 0.24 0.12
H 0.82 -0.48 -1.01
H 0.18 -0.64 -0.29

Record 3
The following is a DFT calculation (ωB97M-V/def2-TZVPD) of a structure of composition C33H28FInN6O9STe at a distorted geometry.

Results
E_tot in eV: -88061.2028

Each line ends with the Löwdin charge.
Element x y z (Å)
1 In 0.145894 -0.119586 0.738066  0.564
2 O 0.725429 2.090848 1.274920  -0.062
3 C 0.305398 3.228344 1.080112  -0.153
4 C -1.046328 3.660843 0.877211  -0.111
5 C -1.237164 4.998860 0.524298  0.045
6 C -2.495946 5.482873 0.291625  -0.159
7 C -3.621922 4.652328 0.458292  0.016
8 C -3.468033 3.349960 0.830739  -0.006
9 C -2.168100 2.763245 1.004878  -0.369
10 O -2.023698 1.524672 1.209947  -0.181
11 N -2.672402 6.864507 -0.133223  -0.363
12 O -3.788368 7.213496 -0.481772  0.062
13 O -1.700094 7.603563 -0.121951  0.059
14 H 1.043648 4.048500 1.085670  0.142
15 H -0.385584 5.658988 0.408187  0.130
16 H -4.603364 5.073030 0.282073  0.122
17 H -4.332104 2.708399 0.967937  0.118
18 O 2.299448 -0.108214 1.208545  -0.215
19 N 3.094085 -0.982221 0.592296  -0.176
20 C 4.421437 -0.721866 0.633695  -0.007
21 C 5.334552 -1.563116 0.067445  -0.052
22 C 4.874989 -2.717868 -0.571374  -0.058
23 C 3.526069 -2.962131 -0.620347  -0.080
24 C 2.600758 -2.080553 -0.037531  -0.623
25 S 0.912154 -2.375629 -0.112407  0.745
26 H 4.680828 0.191279 1.145247  0.142
27 H 6.385788 -1.319697 0.116862  0.111
28 H 5.570719 -3.409270 -1.029951  0.113
29 H 3.127014 -3.838446 -1.111257  0.109
30 Te -1.382506 -0.690893 2.958591  1.608
31 C -0.134971 -2.250915 3.699083  -0.468
32 C 1.239306 -2.049310 3.773200  -0.134
33 C 2.076074 -3.090289 4.154075  -0.074
34 C 1.539916 -4.327788 4.484778  -0.083
35 C 0.165113 -4.516938 4.446865  -0.081
36 C -0.670663 -3.483086 4.048374  -0.143
37 C -0.572824 0.642187 4.412780  -0.457
38 C 0.608242 1.366058 4.283199  -0.122
39 C 1.042162 2.172666 5.327825  -0.070
40 C 0.313093 2.246594 6.506694  -0.082
41 C -0.858748 1.515485 6.644824  -0.082
42 C -1.303386 0.720886 5.597109  -0.143
43 H 1.667784 -1.083978 3.534303  0.081
44 H 3.148150 -2.932936 4.189439  0.106
45 H 2.192697 -5.141315 4.779420  0.103
46 H -0.258881 -5.473885 4.725614  0.104
47 H -1.741437 -3.639406 4.003383  0.092
48 H 1.191389 1.313664 3.374701  0.076
49 H 1.955278 2.746969 5.219318  0.108
50 H 0.661088 2.871522 7.320791  0.104
51 H -1.424938 1.565190 7.566530  0.105
52 H -2.222308 0.154645 5.699627  0.089
53 F -6.008996 0.374038 -0.518210  0.085
54 C -5.252292 0.630093 -1.596796  -0.200
55 C -4.028867 1.137636 -1.457944  0.043
56 N -3.208930 1.390738 -2.540600  0.034
57 C -1.813106 1.758656 -2.336544  0.003
58 C -1.069712 0.808425 -1.410559  -0.612
59 O -1.675200 -0.150528 -0.874436  -0.058
60 O 0.146808 1.066634 -1.165858  -0.019
61 C -3.633164 1.139093 -3.837363  -0.458
62 O -2.932910 1.298174 -4.816849  0.084
63 N -4.935575 0.686962 -3.925445  0.219
64 C -5.809294 0.319274 -2.896800  -0.412
65 O -6.879322 -0.198295 -3.128503  0.096
66 H -3.624994 1.350024 -0.477289  0.109
67 H -1.734883 2.756506 -1.899713  0.144
68 H -1.329839 1.766592 -3.307288  0.137
69 H -5.273350 0.535876 -4.861904  0.166
70 C -3.800894 -2.663523 -1.671374  -0.009
71 N -3.708609 -3.404415 -0.408895  -0.180
72 C -4.744563 -4.391205 -0.117495  -0.031
73 C -2.852558 -3.043638 0.527794  -0.248
74 N -2.095853 -2.783190 1.370480  0.074
75 H -4.778519 -2.186479 -1.748638  0.086
76 H -3.675422 -3.350954 -2.508904  0.096
77 H -3.027020 -1.902400 -1.705607  0.075
78 H -5.722364 -3.911141 -0.047904  0.093
79 H -4.524286 -4.892025 0.821211  0.092
80 H -4.773074 -5.134579 -0.914280  0.090

Cartesian forces, eV/Å:
In 0.19 0.59 -0.81
O 0.15 -0.30 0.19
C -0.12 0.17 0.04
C -0.04 -0.20 -0.06
C 0.08 0.18 0.01
C -0.01 -0.02 -0.02
C -0.06 0.06 -0.03
C -0.09 0.10 0.05
C 0.24 0.00 -0.03
O -0.06 0.06 0.21
N -0.01 0.16 0.00
O 0.11 -0.09 0.08
O -0.11 -0.21 -0.01
H 0.05 -0.04 -0.07
H -0.02 -0.01 0.03
H 0.02 -0.02 0.03
H 0.05 0.10 0.06
O -0.08 0.05 -0.08
N -0.03 -0.10 0.04
C 0.02 0.09 0.07
C 0.02 -0.05 -0.05
C -0.09 -0.04 -0.02
C 0.12 0.00 -0.01
C -0.16 0.06 0.03
S -0.13 0.03 0.07
H -0.08 0.03 0.03
H -0.03 0.01 0.03
H -0.03 0.03 0.03
H 0.01 0.03 0.00
Te 0.42 0.07 0.75
C 0.07 -0.07 -0.04
C -0.02 0.00 0.00
C -0.05 0.00 0.03
C -0.01 0.01 0.01
C 0.06 -0.01 0.03
C -0.13 0.09 -0.03
C -0.14 0.08 0.04
C -0.06 -0.06 -0.03
C 0.00 -0.01 0.01
C 0.00 -0.01 0.02
C 0.04 0.00 -0.02
C 0.02 0.03 -0.07
H 0.02 -0.03 -0.08
H -0.05 0.01 0.01
H -0.04 0.04 -0.01
H 0.00 0.02 -0.02
H 0.03 -0.04 -0.04
H 0.02 0.03 -0.02
H -0.03 -0.05 -0.01
H -0.02 -0.02 -0.04
H -0.01 0.00 -0.03
H -0.01 0.04 0.06
F -0.06 -0.03 0.01
C -0.11 0.05 0.04
C 0.29 0.07 -0.03
N 0.01 -0.13 -0.04
C -0.04 -0.12 0.16
C -0.21 -0.39 -0.19
O 0.43 0.04 -0.01
O -0.34 -0.03 0.30
C 0.19 0.06 0.03
O -0.18 -0.01 0.17
N -0.06 -0.04 0.13
C 0.01 -0.02 -0.19
O 0.07 0.08 0.04
H 0.07 -0.18 -0.15
H -0.02 0.03 -0.04
H 0.03 0.08 -0.09
H 0.00 -0.09 -0.14
C 0.04 -0.12 0.15
N 0.16 0.14 0.02
C 0.08 0.09 0.00
C -0.06 -0.13 0.04
N -0.35 -0.20 -0.61
H -0.05 0.02 0.01
H 0.01 -0.03 0.01
H 0.04 0.04 0.04
H -0.02 0.02 0.01
H 0.03 0.01 0.01
H 0.02 0.00 -0.02

Record 4
The following is a DFT calculation (ωB97M-V/def2-TZVPD) of an isolated molecule of C18H31I2N2O6P at a distorted geometry.

Results
E_tot in eV: -59918.9575

Each line ends with the Löwdin charge.
Element x y z (Å)
1 C -4.207631 2.309574 2.093408  0.035
2 C -3.916333 1.235360 1.363447  -0.159
3 C -2.950232 1.222924 0.221763  -0.168
4 C -1.611410 0.516118 0.532749  -0.260
5 C -2.006780 -0.941033 0.928055  -0.144
6 O -2.080751 -1.091758 2.345869  -0.124
7 O -1.575711 -2.374834 2.708155  -0.018
8 C -0.897365 1.197173 1.727032  -0.416
9 O -1.342751 1.621968 2.764054  0.156
10 O 0.433846 1.330777 1.429900  -0.004
11 C 0.798846 0.516114 0.292489  -0.434
12 C 2.052131 1.233546 -0.235876  -0.023
13 C 3.071626 0.434434 -1.028440  -0.378
14 O 4.198629 0.891704 -1.170506  0.111
15 N 2.688072 -0.810728 -1.673672  -0.176
16 C 2.878341 -0.708790 -3.134065  -0.061
17 C 3.436845 -1.933508 -1.079643  -0.057
18 N 1.010269 -0.788363 0.868037  0.052
19 C 1.918846 -0.810209 2.031338  -0.170
20 C 1.229603 -1.070773 3.372343  -0.215
21 C 1.311376 -2.542993 3.758638  -0.111
22 C -0.522614 0.609515 -0.548044  -0.373
23 P -0.612946 -0.843855 -1.720145  0.826
24 O -2.007274 -1.267281 -2.005772  -0.385
25 C -0.567753 1.834275 -1.519035  -0.682
26 I -0.434380 3.729933 -0.509813  0.993
27 C -1.740212 1.751750 -2.569625  -0.750
28 C -1.225720 1.492763 -4.000045  -0.177
29 I -2.812516 3.647007 -2.673443  0.809
30 H -4.717714 2.240481 3.038120  0.061
31 H -3.900820 3.287444 1.751768  0.065
32 H -4.408497 0.300161 1.593785  0.105
33 H -3.404817 0.657404 -0.589955  0.114
34 H -2.836452 2.239101 -0.138065  0.018
35 H -1.290341 -1.670671 0.581378  0.090
36 H -2.974173 -1.165601 0.489809  0.123
37 H -2.278634 -2.991756 2.459595  0.108
38 H 1.834184 2.113087 -0.827960  0.066
39 H 2.576002 1.600635 0.635924  0.134
40 H 3.164968 0.295545 -3.420377  0.091
41 H 1.960203 -0.997120 -3.634766  0.056
42 H 3.656408 -1.371486 -3.498459  0.083
43 H 2.801966 -2.553971 -0.450167  0.070
44 H 3.842029 -2.584894 -1.842985  0.083
45 H 4.262332 -1.599206 -0.458006  0.095
46 H 1.370826 -1.433494 0.188200  0.045
47 H 2.531687 0.081604 2.120418  0.115
48 H 2.612232 -1.631573 1.873192  0.106
49 H 0.205471 -0.719316 3.379071  0.088
50 H 1.755364 -0.522208 4.150022  0.109
51 H 0.686277 -3.154571 3.114338  0.057
52 H 2.331851 -2.901821 3.647977  0.066
53 H 1.021613 -2.709868 4.790524  0.073
54 H 0.111630 -1.926314 -1.201041  0.035
55 H 0.101644 -0.437541 -2.857278  0.009
56 H 0.339836 1.787922 -2.103133  0.045
57 H -2.510438 1.062808 -2.282109  0.025
58 H -0.166315 1.267590 -4.018767  0.055
59 H -1.813187 0.690333 -4.431729  0.085
60 H -1.381186 2.356487 -4.628474  0.024

Cartesian forces, eV/Å:
C 0.21 -0.36 -0.68
C -0.25 0.31 0.50
C -0.50 0.20 -0.44
C -0.62 0.21 1.06
C 0.27 -0.21 0.16
O -0.13 0.10 0.05
O 0.14 -0.04 -0.22
C -0.05 0.58 1.03
O 0.59 -0.57 -1.51
O -0.22 -0.11 0.30
C -0.42 1.30 0.79
C 0.23 -1.02 -0.16
C 1.63 0.80 -0.35
O -1.65 -0.73 0.22
N 0.09 0.30 0.12
C -0.07 -0.11 0.06
C -0.15 -0.17 0.31
N 0.34 -0.12 0.01
C -0.17 -0.16 0.35
C 0.37 -0.31 0.26
C -0.09 -0.04 -0.21
C 0.71 -1.03 -1.32
P -0.79 -0.46 0.17
O -0.16 0.18 -0.20
C -0.71 -0.38 0.31
I 1.04 0.05 0.69
C 0.60 1.57 -0.09
C -0.53 0.00 0.23
I -1.11 -0.42 -0.81
H -0.52 0.01 -0.06
H 0.41 0.15 0.27
H 0.30 -0.27 0.36
H -0.01 -0.12 -0.17
H 0.26 0.15 0.09
H 0.20 -0.05 -0.05
H -0.16 -0.11 -0.11
H -0.26 0.11 0.06
H -0.09 0.20 -0.02
H 0.17 0.20 0.14
H -0.08 0.22 -0.10
H -0.16 0.04 -0.21
H 0.22 -0.07 0.08
H -0.18 -0.11 0.07
H 0.04 -0.03 -0.22
H 0.19 0.15 -0.01
H -0.07 0.03 -0.30
H -0.03 0.27 -0.23
H 0.21 -0.12 -0.13
H -0.16 0.08 -0.10
H 0.08 0.30 0.04
H -0.12 -0.08 -0.02
H 0.24 -0.03 0.07
H -0.18 -0.03 0.13
H 0.28 0.23 -0.05
H 0.20 -0.03 0.21
H 0.24 0.18 -0.05
H -0.03 -0.28 0.07
H 0.16 -0.20 -0.06
H 0.16 -0.32 -0.15
H 0.10 0.18 -0.17

Sequential gap between HOMO and LUMO output: 9.82, 6.54, 8.23, 8.03 eV